Entry 1:
The following is a DFT calculation (ωB97M-V/def2-TZVPD) of 12 unconnected molecules or ions with the total composition C67H60N12O14.

Atoms and positions in Å:
O -4.62 0.07 -2.59
N -4.67 -0.86 -1.74
O -4.57 -2.05 -2.00
C -4.78 -0.42 -0.31
C -4.98 -1.39 0.67
C -5.06 -0.86 1.97
C -4.88 0.50 2.23
C -4.48 1.38 1.21
C -4.45 0.89 -0.08
H -5.17 -2.43 0.48
H -5.36 -1.57 2.72
H -4.96 0.97 3.23
H -4.25 2.40 1.41
H -4.10 1.47 -0.95
O -6.21 2.52 -3.77
N -5.04 2.72 -3.54
O -4.54 3.42 -2.66
C -4.09 2.19 -4.57
C -4.35 0.94 -5.10
C -3.35 0.31 -5.85
C -2.17 0.97 -6.11
C -2.02 2.26 -5.66
C -2.90 2.86 -4.78
H -5.29 0.45 -4.86
H -3.46 -0.79 -6.04
H -1.38 0.58 -6.78
H -1.08 2.72 -5.95
H -2.72 3.80 -4.29
O 0.14 3.57 4.15
N 0.16 2.36 3.88
O -0.80 1.66 3.91
C 1.44 1.80 3.66
C 1.50 0.40 3.62
C 2.73 -0.14 3.31
C 3.87 0.63 3.10
C 3.75 2.03 3.25
C 2.52 2.63 3.44
H 0.68 -0.32 3.66
H 2.82 -1.19 3.12
H 4.81 0.23 2.89
H 4.71 2.63 3.12
H 2.44 3.68 3.36
O 0.73 -1.85 -4.08
N 1.89 -1.88 -4.45
O 2.43 -1.02 -5.12
C 2.77 -2.97 -3.88
C 2.32 -3.41 -2.64
C 3.22 -4.31 -2.02
C 4.44 -4.72 -2.62
C 4.75 -4.13 -3.85
C 3.90 -3.29 -4.53
H 1.42 -3.07 -2.21
H 2.97 -4.68 -1.02
H 5.12 -5.41 -2.14
H 5.64 -4.41 -4.32
H 4.05 -2.76 -5.48
O -1.90 -5.40 1.93
N -2.53 -4.88 1.05
O -3.63 -4.37 1.20
C -1.91 -4.77 -0.26
C -2.53 -4.05 -1.25
C -1.98 -4.00 -2.50
C -0.85 -4.70 -2.79
C -0.18 -5.39 -1.77
C -0.70 -5.43 -0.50
H -3.47 -3.69 -0.99
H -2.50 -3.40 -3.25
H -0.43 -4.74 -3.76
H 0.74 -6.00 -1.98
H -0.19 -5.93 0.36
O 1.92 0.17 -2.33
N 2.45 0.88 -1.53
O 1.81 1.65 -0.85
C 3.89 0.78 -1.31
C 4.62 0.33 -2.39
C 5.98 0.37 -2.29
C 6.60 0.81 -1.11
C 5.86 1.19 -0.03
C 4.44 1.27 -0.16
H 4.02 -0.07 -3.26
H 6.67 0.10 -3.14
H 7.68 0.72 -0.98
H 6.40 1.49 0.83
H 3.90 1.51 0.76
O -1.68 3.72 -0.47
N -1.23 2.96 -1.30
O -1.37 1.78 -1.33
C -0.41 3.61 -2.36
C 0.27 2.80 -3.21
C 1.15 3.36 -4.10
C 1.24 4.70 -4.22
C 0.43 5.52 -3.39
C -0.41 5.00 -2.42
H 0.22 1.77 -3.00
H 1.75 2.72 -4.77
H 1.96 5.08 -4.90
H 0.40 6.58 -3.53
H -0.99 5.59 -1.78
C -4.73 4.27 3.36
C -3.35 4.12 3.51
C -2.53 4.99 2.84
N -3.02 5.83 1.95
C -4.28 5.96 1.74
C -5.22 5.21 2.47
H -5.41 3.65 3.91
H -2.97 3.27 4.16
H -1.46 4.95 2.94
H -4.62 6.64 0.96
H -6.30 5.13 2.37
C -0.24 -3.66 6.29
C -1.28 -4.14 5.54
C -2.17 -3.28 4.92
N -2.12 -1.93 5.10
C -1.16 -1.53 5.95
C -0.22 -2.29 6.57
H 0.52 -4.27 6.78
H -1.48 -5.22 5.49
H -2.91 -3.53 4.18
H -1.16 -0.44 6.16
H 0.58 -1.78 7.08
C -1.18 -1.71 1.67
C -0.15 -2.36 2.28
C 0.99 -2.74 1.60
N 1.24 -2.35 0.36
C 0.31 -1.59 -0.23
C -0.88 -1.22 0.39
H -2.07 -1.35 2.20
H -0.14 -2.80 3.33
H 1.67 -3.46 2.04
H 0.48 -1.34 -1.29
H -1.56 -0.59 -0.12
C 3.65 -5.84 1.80
C 4.12 -4.91 2.65
C 3.26 -4.38 3.61
N 2.01 -4.83 3.83
C 1.62 -5.82 3.00
C 2.34 -6.28 1.91
H 4.24 -6.17 1.01
H 5.15 -4.54 2.55
H 3.51 -3.53 4.27
H 0.74 -6.29 3.32
H 1.96 -7.11 1.32
C 0.46 5.84 0.61
C 1.21 4.70 0.46
C 2.41 4.75 -0.20
N 2.97 5.89 -0.67
C 2.30 7.00 -0.42
C 1.03 7.05 0.13
H -0.47 5.76 1.11
H 0.80 3.84 0.88
H 3.09 3.89 -0.42
H 2.91 7.84 -0.78
H 0.47 7.95 0.23

As for the SMILES: O=[N+]([O-])c1ccccc1.O=[N+]([O-])c1ccccc1.O=[N+]([O-])c1ccccc1.O=[N+]([O-])c1ccccc1.O=[N+]([O-])c1ccccc1.O=[N+]([O-])c1ccccc1.O=[N+]([O-])c1ccccc1.c1ccncc1.c1ccncc1.c1ccncc1.c1ccncc1.c1ccncc1. Its energy is -116976.609 eV. For the LUMO energy, the calculation gives -0.65 eV. The calculation puts the orbital gap at 8.5091 eV. As for the HOMO energy: -0.33643 hartree.

Löwdin population analysis, charges in e, atoms 1 to 5: 0.034, -0.262, 0.070, -0.141, 0.004

---

Entry 2:
The following is a DFT calculation (ωB97M-V/def2-TZVPD) of 17 unconnected molecules or ions with the total composition C68H118O34.

Atoms and positions in Å:
C 6.87 6.86 0.51
O 6.84 6.03 1.65
C 6.02 6.53 2.64
C 4.74 5.86 2.70
O 3.93 6.37 1.66
C 2.56 6.16 1.87
H 7.60 7.65 0.69
H 5.89 7.21 0.20
H 7.40 6.35 -0.31
H 5.82 7.64 2.63
H 6.51 6.30 3.58
H 4.30 6.04 3.68
H 4.75 4.75 2.58
H 2.06 6.75 1.08
H 2.19 6.57 2.82
H 2.34 5.06 1.78
C -3.30 -6.24 -0.74
O -3.75 -4.92 -0.55
C -5.12 -4.73 -0.94
C -5.59 -3.38 -0.36
O -5.64 -3.48 1.00
C -5.99 -2.23 1.52
H -3.41 -6.58 -1.80
H -3.86 -6.96 -0.03
H -2.25 -6.17 -0.41
H -5.79 -5.58 -0.57
H -5.16 -4.64 -2.04
H -6.62 -3.22 -0.80
H -4.97 -2.60 -0.77
H -6.61 -1.66 0.83
H -5.09 -1.68 1.77
H -6.54 -2.37 2.41
C -1.02 -2.42 0.12
O -0.35 -1.17 0.32
C -1.34 -0.16 0.00
C -0.66 1.20 0.00
O -0.43 1.56 1.37
C 0.96 1.77 1.69
H -1.33 -2.47 -0.92
H -1.92 -2.52 0.73
H -0.39 -3.24 0.27
H -2.13 -0.21 0.80
H -1.89 -0.50 -0.84
H -1.24 1.98 -0.47
H 0.35 1.11 -0.51
H 1.11 2.00 2.75
H 1.36 2.67 1.24
H 1.68 1.03 1.33
C -0.51 -8.82 -0.01
O -0.26 -7.88 1.00
C 1.12 -7.69 1.41
C 2.01 -7.01 0.35
O 1.55 -5.72 0.17
C 2.34 -4.93 -0.64
H -0.46 -9.87 0.37
H 0.13 -8.68 -0.92
H -1.50 -8.65 -0.36
H 1.47 -8.61 1.89
H 1.04 -6.96 2.22
H 2.02 -7.59 -0.59
H 3.06 -7.00 0.70
H 2.07 -3.90 -0.74
H 2.40 -5.33 -1.63
H 3.34 -4.90 -0.16
O -4.72 0.34 0.02
C -5.03 0.76 -1.07
O -6.25 0.47 -1.52
C -6.46 0.89 -2.87
C -5.06 1.31 -3.38
C -4.28 1.55 -2.09
H -7.09 1.72 -2.97
H -7.07 0.07 -3.35
H -5.19 2.18 -4.03
H -4.68 0.47 -3.90
H -4.30 2.59 -1.85
H -3.21 1.28 -2.20
O -4.54 -2.09 -3.52
C -4.93 -2.53 -4.60
O -5.06 -3.84 -4.83
C -5.45 -4.07 -6.20
C -6.11 -2.83 -6.59
C -5.34 -1.73 -5.81
H -6.05 -4.98 -6.16
H -4.46 -4.25 -6.71
H -7.08 -2.79 -6.13
H -6.15 -2.67 -7.65
H -5.90 -0.81 -5.55
H -4.37 -1.54 -6.32
O 3.80 2.20 2.19
C 4.94 2.45 1.95
O 5.89 2.66 2.96
C 7.21 2.76 2.33
C 7.16 2.39 0.92
C 5.68 2.70 0.62
H 7.93 2.22 3.01
H 7.34 3.89 2.40
H 7.36 1.33 0.60
H 7.88 3.03 0.35
H 5.30 2.09 -0.19
H 5.39 3.72 0.46
O 1.47 -2.29 -3.18
C 2.34 -1.69 -2.56
O 3.62 -1.96 -2.74
C 4.47 -1.12 -1.95
C 3.57 0.00 -1.42
C 2.22 -0.54 -1.60
H 5.25 -0.79 -2.64
H 5.12 -1.65 -1.23
H 3.74 0.88 -2.05
H 3.88 0.37 -0.44
H 1.51 0.18 -1.90
H 1.72 -0.97 -0.72
O -0.06 6.76 -1.25
C -0.89 6.20 -1.86
O -0.61 5.21 -2.82
C -1.76 4.48 -3.12
C -2.97 5.44 -2.84
C -2.40 6.28 -1.72
H -1.86 3.58 -2.44
H -1.67 4.21 -4.21
H -3.81 4.82 -2.56
H -3.22 6.06 -3.73
H -2.61 5.84 -0.82
H -2.78 7.31 -1.68
O 0.68 0.55 5.50
C -0.29 -0.01 5.08
O -1.50 0.09 5.62
C -2.52 -0.49 4.78
C -1.78 -1.33 3.75
C -0.28 -0.86 3.80
H -3.13 0.30 4.33
H -3.25 -0.99 5.42
H -2.27 -1.38 2.79
H -1.70 -2.31 4.13
H -0.01 -0.25 3.01
H 0.39 -1.74 3.84
O 5.58 -0.50 1.44
C 4.57 -0.95 1.91
O 3.70 -1.80 1.33
C 2.65 -2.17 2.24
C 3.27 -1.92 3.65
C 4.00 -0.66 3.32
H 2.34 -3.25 2.14
H 1.76 -1.56 2.01
H 3.86 -2.79 3.89
H 2.48 -1.80 4.42
H 4.81 -0.43 4.09
H 3.23 0.12 3.20
O 3.54 4.48 8.01
C 3.32 3.54 7.21
O 4.01 2.42 7.17
C 3.70 1.66 6.02
C 2.87 2.55 5.09
C 2.26 3.51 6.08
H 3.20 0.76 6.24
H 4.66 1.37 5.54
H 2.17 1.90 4.60
H 3.53 2.97 4.29
H 1.39 2.94 6.45
H 2.03 4.53 5.85
O 0.15 -3.94 5.39
C -0.39 -4.52 4.48
O -0.57 -4.05 3.25
C -1.20 -5.03 2.36
C -1.78 -6.11 3.29
C -1.03 -5.88 4.58
H -0.45 -5.47 1.69
H -1.90 -4.46 1.75
H -1.66 -7.11 2.83
H -2.90 -6.01 3.30
H -0.26 -6.56 4.87
H -1.66 -6.03 5.41
O -0.89 3.51 -6.58
C -1.00 2.53 -5.86
O -2.21 2.02 -5.39
C -1.97 0.60 -5.25
C -0.60 0.59 -4.52
C 0.13 1.72 -5.24
H -1.84 0.19 -6.24
H -2.75 0.07 -4.66
H -0.16 -0.39 -4.43
H -0.85 0.90 -3.49
H 0.81 1.34 -6.01
H 0.64 2.35 -4.51
O -3.97 3.70 0.23
C -3.32 3.72 1.24
O -2.35 4.65 1.43
C -1.63 4.31 2.66
C -2.44 3.32 3.48
C -3.61 2.91 2.52
H -1.33 5.18 3.26
H -0.65 3.90 2.34
H -2.62 3.70 4.44
H -1.78 2.48 3.68
H -4.53 3.34 2.83
H -3.66 1.89 2.23
O -2.25 -2.35 -5.90
C -1.71 -3.05 -5.06
O -1.08 -4.14 -5.45
C -0.37 -4.73 -4.38
C -1.28 -4.43 -3.19
C -1.69 -3.00 -3.57
H 0.57 -4.21 -4.28
H -0.19 -5.74 -4.58
H -0.72 -4.53 -2.27
H -2.19 -5.05 -3.25
H -0.93 -2.28 -3.33
H -2.62 -2.80 -3.16
O 1.64 2.36 -2.06
C 2.19 3.44 -2.05
O 2.73 4.00 -0.96
C 3.50 5.12 -1.29
C 2.88 5.60 -2.60
C 2.37 4.37 -3.26
H 4.59 4.78 -1.39
H 3.50 5.80 -0.45
H 3.58 6.16 -3.24
H 1.99 6.22 -2.35
H 3.05 3.91 -3.94
H 1.32 4.44 -3.65

Its energy is -142040.920 eV. For the LUMO energy, the calculation gives 0.44 eV. The calculation puts the orbital gap at 9.8501 eV. As for the HOMO energy: -0.34586 hartree.

Löwdin population analysis, charges in e, atoms 1 to 5: -0.088, -0.182, -0.244, -0.214, -0.213